Record 1
DFT (the ωB97M-V functional and the def2-TZVPD basis) results for a structure of composition C5H12O in a non-equilibrium geometry.

The geometry in XYZ format:
```
18
Properties=species:S:1:pos:R:3:forces:R:3
C 1.58415 -0.23912 -0.10220 0.04 -0.01 0.01
C 0.31521 0.54348 -0.45739 0.03 0.11 -0.04
C 0.51136 2.03346 -0.19431 0.04 0.10 0.00
C -0.91214 0.03646 0.29930 -0.02 0.17 -0.10
C -1.22012 -1.39549 -0.01343 3.12 -0.07 -0.43
O -2.34770 -1.92104 0.63805 1.87 -1.56 1.00
H 1.51659 -1.29625 -0.38188 0.03 0.20 0.02
H 1.77777 -0.19087 0.97764 -0.03 0.01 -0.14
H 2.45475 0.18342 -0.61591 -0.12 -0.05 0.07
H 0.11910 0.40456 -1.53198 0.04 0.05 0.15
H 0.71750 2.21139 0.86862 -0.02 -0.02 -0.14
H -0.38411 2.60600 -0.46181 0.14 -0.08 0.03
H 1.35466 2.42673 -0.77140 -0.10 -0.02 0.08
H -0.78383 0.13395 1.38726 0.04 0.03 -0.20
H -1.79898 0.62955 0.04302 0.08 -0.03 -0.05
H -0.30315 -2.08008 0.48053 -0.50 1.77 -1.55
H -1.16270 -1.67426 -1.06791 -0.16 0.34 -0.23
H -1.43836 -2.41187 0.90381 -4.47 -0.95 1.52
```
Positions in Å, forces in eV/Å.

Values from the calculation:
- ΔE to the lowest compared entry with this formula, charge and spin: 241.11 kJ/mol
- Kohn-Sham gap: 10.98 eV
- Molecular weight: 88.15 g mol⁻¹
- Multiplicity: 1

From a Löwdin analysis of the wavefunction, the atomic charges in e read: -0.0855 -0.4481 -0.0889 -0.1775 -0.3546 -0.1001 0.0655 0.0874 0.0776 0.1364 0.0834 0.0780 0.0763 0.1326 0.1294 0.1555 0.1291 0.1035

Record 2
DFT (the ωB97M-V functional and the def2-TZVPD basis) results for a cluster of 2 separate species, C5H12O in total in a non-equilibrium geometry.

The geometry in XYZ format:
```
18
Properties=species:S:1:pos:R:3:forces:R:3
C 1.66000 1.47451 -0.82625 1.21 -0.95 0.25
C 1.24842 0.60955 0.36567 -1.35 -0.07 -1.74
C 0.09024 0.84120 0.99719 2.06 -0.83 0.99
C -0.72857 -0.25213 1.60256 -0.48 0.56 0.16
C -1.98392 -0.34249 0.70445 0.23 0.56 -0.47
H 2.47582 0.96055 -1.35031 0.01 0.08 0.09
H 0.86900 1.53130 -1.57154 -0.18 0.36 0.24
H 2.08045 2.42684 -0.56743 -0.17 0.76 0.09
H 1.62491 -0.40989 0.28936 -0.09 -0.06 0.31
H -0.16183 1.87256 1.14711 -0.88 0.41 -0.35
H -0.95865 -0.09928 2.65970 -0.25 0.30 -0.10
H -0.20216 -1.19749 1.57857 0.28 -0.16 -0.18
H -2.93284 -0.37105 1.22399 -0.11 -0.60 0.15
H -2.08000 0.51169 0.02437 0.19 0.36 0.40
H -1.80940 -1.11670 -0.02747 -0.46 -0.75 0.10
O -0.14373 -2.07228 -2.08013 1.09 -0.17 0.02
H 0.59779 -1.52387 -1.77053 -0.56 0.14 0.04
H 0.35448 -2.84302 -2.39929 -0.54 0.07 -0.01
```
Positions in Å, forces in eV/Å.

Values from the calculation:
- ΔE to the lowest compared entry with this formula, charge and spin: 155.25 kJ/mol
- SMILES string: C/C=C/CC.O
- Kohn-Sham gap: 9.82 eV
- Molecular weight: 88.15 g mol⁻¹
- Multiplicity: 1

From a Löwdin analysis of the wavefunction, the atomic charges in e read: -0.1115 -0.1636 -0.1591 -0.2425 -0.0941 0.0614 0.0702 0.0570 0.0872 0.1098 0.1006 0.0966 0.0644 0.0698 0.0552 -0.0675 0.0234 0.0427

Record 3
DFT (the ωB97M-V functional and the def2-TZVPD basis) results for a cluster of 2 separate species, C5H12O in total.

The geometry in XYZ format:
```
18
Properties=species:S:1:pos:R:3:forces:R:3
C -0.68401 -0.25413 2.64938 0.02 0.11 0.31
C -0.33677 0.97862 2.97871 0.06 0.00 -0.42
O 0.94110 1.44869 2.78144 0.03 -0.13 -0.11
H -1.68484 -0.58349 2.89086 -0.06 -0.03 -0.39
H 0.03319 -0.93733 2.20739 -0.08 -0.03 0.26
H -1.06361 1.73390 3.26363 0.01 -0.12 0.42
H 1.25099 1.85008 3.59752 0.00 0.19 -0.02
C 0.01760 0.51685 -0.92696 -0.78 -0.51 0.02
C 0.65615 -0.19182 -2.10847 0.62 0.50 -0.21
C -0.08958 -1.43203 -2.55153 -0.17 -0.02 -0.35
H 0.43192 1.49346 -0.69923 0.25 -0.02 0.08
H -1.04710 0.65820 -1.14173 0.02 0.20 -0.12
H -0.00081 -0.11333 -0.03608 0.35 0.12 0.06
H 0.75083 0.52385 -2.92887 -0.32 -0.04 -0.21
H 1.70368 -0.44180 -1.92663 0.01 -0.14 0.39
H 0.39673 -1.90068 -3.40914 0.12 -0.11 0.14
H -1.09540 -1.18807 -2.89491 -0.13 0.07 0.14
H -0.18009 -2.16094 -1.74538 0.05 -0.04 0.00
```
Positions in Å, forces in eV/Å.

Values from the calculation:
- ΔE to the lowest compared entry with this formula, charge and spin: 129.16 kJ/mol
- SMILES string: C=CO.CCC
- Kohn-Sham gap: 10.37 eV
- Molecular weight: 88.15 g mol⁻¹
- Multiplicity: 1

From a Löwdin analysis of the wavefunction, the atomic charges in e read: 0.0032 -0.2868 -0.0322 0.0541 0.0630 0.1067 0.0923 -0.1205 -0.3361 -0.1320 0.0704 0.0738 0.0445 0.0968 0.0972 0.0665 0.0682 0.0709

Record 4
DFT (the ωB97M-V functional and the def2-TZVPD basis) results for a cluster of 2 separate species, C5H12O in total.

The geometry in XYZ format:
```
18
Properties=species:S:1:pos:R:3:forces:R:3
C -2.67448 0.41977 -0.40250 -0.07 0.00 -0.01
C -1.15266 0.51333 -0.48366 0.04 -0.01 -0.04
C -0.50609 0.63598 0.89378 0.03 0.04 0.05
C 1.89393 -1.68446 0.46976 -0.55 -0.60 -0.19
O 2.69043 -0.66817 0.54259 0.61 0.07 0.66
C 2.79294 0.36281 -0.23889 -0.02 0.49 -0.56
H -2.98208 -0.45823 0.17820 0.05 0.12 -0.08
H -3.13153 0.34451 -1.39511 0.07 0.00 0.14
H -3.09151 1.30522 0.09239 0.06 -0.13 -0.07
H -0.87048 1.37708 -1.10028 -0.04 -0.12 0.09
H -0.75847 -0.37355 -0.99982 -0.07 0.13 0.07
H -0.88628 1.52023 1.41965 0.05 -0.12 -0.07
H -0.72927 -0.24028 1.51266 0.03 0.12 -0.09
H 1.99010 -2.40394 1.26766 -0.02 0.09 -0.12
H 1.19775 -1.75994 -0.35912 0.09 -0.01 0.12
H 3.55422 1.07514 0.03734 -0.11 -0.10 -0.06
H 0.58375 0.74036 0.81858 -0.23 -0.01 0.05
H 2.18041 0.41606 -1.13325 0.09 0.01 0.11
```
Positions in Å, forces in eV/Å.

Values from the calculation:
- ΔE to the lowest compared entry with this formula, charge and spin: 383.04 kJ/mol
- Kohn-Sham gap (alpha / beta): 8.33 / 8.29 eV
- Molecular weight: 88.15 g mol⁻¹
- Multiplicity: 1

From a Löwdin analysis of the wavefunction, the atomic charges in e read: -0.1319 -0.3314 -0.1305 -0.0534 -0.1563 -0.0615 0.0717 0.0665 0.0709 0.1013 0.0868 0.0756 0.0745 0.0693 0.0712 0.0671 0.0332 0.0771

Record 5
DFT (the ωB97M-V functional and the def2-TZVPD basis) results for an isolated molecule of C5H12O.

The geometry in XYZ format:
```
18
Properties=species:S:1:pos:R:3:forces:R:3
C -0.31572 -1.22346 2.70322 -0.05 -0.06 0.04
C 0.45359 -0.40967 1.66539 0.04 0.04 0.01
C -0.15004 -0.53488 0.27755 -0.16 -0.17 0.20
O 0.50375 0.36359 -0.58649 0.03 0.04 -0.01
C 0.00349 0.35579 -1.90673 -0.11 0.12 -0.29
C 0.20031 1.73927 -2.50684 0.01 -0.05 0.00
H 0.13345 -1.12426 3.69621 -0.05 -0.01 -0.15
H -0.32899 -2.29075 2.45133 0.02 0.16 0.02
H -1.35717 -0.88804 2.77754 0.15 -0.04 -0.03
H 1.50271 -0.72588 1.63012 -0.14 0.03 -0.01
H 0.45575 0.65124 1.94137 -0.02 -0.13 -0.03
H -0.06325 -1.57448 -0.08405 0.03 0.14 0.00
H -1.22925 -0.29814 0.31740 0.16 -0.03 -0.02
H -1.06883 0.10294 -1.90511 0.14 0.03 0.04
H 0.51812 -0.40839 -2.51296 -0.07 0.08 0.16
H -0.19403 1.77838 -3.52867 0.08 -0.02 0.16
H 1.26166 2.00574 -2.53134 -0.15 -0.06 0.01
H -0.32557 2.48102 -1.89795 0.07 -0.08 -0.11
```
Positions in Å, forces in eV/Å.

Values from the calculation:
- ΔE to the lowest compared entry with this formula, charge and spin: 54.40 kJ/mol
- SMILES string: CCCOCC
- Kohn-Sham gap: 10.90 eV
- Molecular weight: 88.15 g mol⁻¹
- Multiplicity: 1

From a Löwdin analysis of the wavefunction, the atomic charges in e read: -0.1175 -0.2409 -0.2662 -0.1580 -0.2949 -0.0791 0.0690 0.0726 0.0721 0.1126 0.1136 0.1299 0.1261 0.1142 0.1199 0.0744 0.0756 0.0766

Record 6
DFT (the ωB97M-V functional and the def2-TZVPD basis) results for a cluster of 2 separate species, C5H12O in total.

The geometry in XYZ format:
```
18
Properties=species:S:1:pos:R:3:forces:R:3
C 2.48914 0.27301 -0.15969 0.06 0.05 0.03
C 1.04962 -0.19044 -0.42694 -0.03 -0.04 -0.07
C 0.10146 0.63577 0.42200 -0.08 0.22 -0.05
C -0.22687 0.08853 1.79735 0.00 0.05 0.05
O -0.34536 1.69362 0.03154 0.20 -0.38 0.17
H 2.66089 1.24863 -0.62329 -0.01 -0.13 0.08
H 2.67394 0.38114 0.91563 0.02 -0.07 -0.14
H 3.21793 -0.44051 -0.55750 -0.14 0.15 0.03
H 0.79199 -0.05031 -1.48005 0.03 0.02 0.12
H 0.94271 -1.25371 -0.18597 0.00 0.12 0.04
H -0.49498 0.90395 2.47264 0.01 -0.12 -0.11
H -1.08791 -0.58610 1.70380 0.14 0.09 -0.02
H 0.60234 -0.49422 2.21292 -0.12 0.11 -0.08
C -2.47713 -0.44047 -1.22789 0.01 -0.03 0.00
H -2.94916 -0.32903 -0.24881 0.04 -0.01 -0.13
H -3.19369 -0.86582 -1.93368 0.09 0.06 0.10
H -2.13751 0.53805 -1.57207 -0.07 -0.16 0.03
H -1.61742 -1.11208 -1.14000 -0.15 0.09 -0.04
```
Positions in Å, forces in eV/Å.

Values from the calculation:
- ΔE to the lowest compared entry with this formula, charge and spin: 28.08 kJ/mol
- SMILES string: CCC(C)=O.C
- Kohn-Sham gap: 10.45 eV
- Molecular weight: 88.15 g mol⁻¹
- Multiplicity: 1

From a Löwdin analysis of the wavefunction, the atomic charges in e read: -0.0896 -0.2044 -0.4947 -0.0142 0.0649 0.0809 0.0755 0.0737 0.1136 0.1103 0.0862 0.0845 0.0803 -0.0439 0.0228 0.0195 0.0216 0.0130

Record 7
DFT (the ωB97M-V functional and the def2-TZVPD basis) results for a cluster of 2 separate species, C5H12O in total.

The geometry in XYZ format:
```
18
Properties=species:S:1:pos:R:3:forces:R:3
C 0.64527 -1.62305 -0.17618 -0.42 -0.29 -0.12
C -0.57985 -1.19235 0.12475 -0.03 -0.49 -0.33
C -1.40389 -0.29503 -0.76257 0.00 -0.01 -0.07
C -2.31048 0.65293 0.01532 -0.03 0.05 0.06
H 1.18125 -2.33054 0.45216 -0.11 0.19 -0.08
H 1.13638 -1.31555 -1.09936 -0.02 0.05 0.23
H -1.08638 -1.59372 1.00789 0.17 0.19 -0.09
H -0.73824 0.28179 -1.41824 -0.11 -0.16 0.04
H -2.02739 -0.92503 -1.41495 0.14 0.10 0.11
H -2.96804 0.09674 0.69345 0.10 0.09 -0.09
H -2.94257 1.23144 -0.66496 0.09 -0.03 0.12
H -1.71639 1.34983 0.61553 -0.12 -0.04 -0.04
C 2.35903 1.15454 0.26275 0.17 0.24 -0.33
O 1.94672 0.30432 1.30967 -0.06 0.14 0.26
H 2.40398 2.20456 0.58073 -0.13 -0.13 0.02
H 1.70658 1.08826 -0.61731 -0.01 0.01 0.14
H 3.36781 0.88293 -0.07553 -0.17 -0.09 0.19
H 1.02620 0.02793 1.16686 0.55 0.19 -0.03
```
Positions in Å, forces in eV/Å.

Values from the calculation:
- ΔE to the lowest compared entry with this formula, charge and spin: 143.51 kJ/mol
- SMILES string: C=CCC.CO
- Kohn-Sham gap: 10.65 eV
- Molecular weight: 88.15 g mol⁻¹
- Multiplicity: 1

From a Löwdin analysis of the wavefunction, the atomic charges in e read: -0.0186 -0.2063 -0.2735 -0.1187 0.0732 0.0758 0.1112 0.1038 0.1120 0.0726 0.0701 0.0720 -0.1760 -0.1445 0.0743 0.0653 0.0792 0.0281

Record 8
DFT (the ωB97M-V functional and the def2-TZVPD basis) results for a cluster of 2 separate species, C5H12O in total.

The geometry in XYZ format:
```
18
Properties=species:S:1:pos:R:3:forces:R:3
C -0.64523 -2.19147 0.23545 -0.03 -0.03 -0.01
C 0.28074 -1.09534 0.68237 -0.06 0.19 0.12
C -0.12279 0.05608 1.21262 0.08 -0.21 -0.01
C 0.78560 1.18501 1.60981 0.04 0.01 -0.03
H -0.54389 -3.08750 0.86046 0.00 0.12 -0.10
H -1.69070 -1.86375 0.27388 0.19 -0.05 0.03
H -0.42389 -2.49420 -0.79648 -0.04 0.03 0.17
H 1.35069 -1.25807 0.52560 -0.17 0.02 0.05
H -1.19173 0.22809 1.34429 0.16 -0.06 -0.01
H 0.38290 2.14110 1.25350 0.08 -0.12 0.06
H 1.78877 1.05713 1.18661 -0.14 -0.01 0.11
H 0.88628 1.27125 2.69923 -0.05 -0.03 -0.16
C -0.04904 0.68950 -2.01944 0.20 -0.33 -0.30
O -0.93109 1.46481 -1.23623 0.06 0.38 0.01
H 0.93845 0.56037 -1.55224 -0.21 0.09 -0.05
H -0.49698 -0.30225 -2.11553 0.05 0.13 0.00
H 0.08224 1.10273 -3.02994 -0.02 -0.01 0.17
H -0.48822 2.29502 -1.02557 -0.15 -0.11 -0.05
```
Positions in Å, forces in eV/Å.

Values from the calculation:
- ΔE to the lowest compared entry with this formula, charge and spin: 127.27 kJ/mol
- SMILES string: C/C=C/C.CO
- Kohn-Sham gap: 9.99 eV
- Molecular weight: 88.15 g mol⁻¹
- Multiplicity: 1

From a Löwdin analysis of the wavefunction, the atomic charges in e read: -0.1138 -0.2107 -0.2072 -0.1086 0.0692 0.0763 0.0649 0.1054 0.1073 0.0621 0.0735 0.0719 -0.1700 -0.1240 0.0760 0.0738 0.0784 0.0755

Record 9
DFT (the ωB97M-V functional and the def2-TZVPD basis) results for an isolated molecule of C5H12O.

The geometry in XYZ format:
```
18
Properties=species:S:1:pos:R:3:forces:R:3
C -1.25052 1.65535 0.16713 0.00 0.02 -0.05
C -0.23516 0.67548 0.75798 0.26 0.13 0.10
C 0.39741 -0.31606 -0.24579 -0.51 -0.01 0.53
C 1.49887 -1.12995 0.45224 -0.09 -0.01 0.07
C -0.73696 -1.17742 -0.79650 0.08 -0.18 -0.18
O 0.98818 0.40083 -1.33171 0.04 0.11 0.07
H -0.85281 2.10362 -0.74780 -0.08 -0.01 0.10
H -1.46038 2.45923 0.88153 0.04 -0.12 -0.12
H -2.21060 1.18633 -0.07766 0.22 -0.03 0.04
H -0.69448 0.12666 1.59402 0.21 0.01 -0.21
H 0.60239 1.23933 1.17982 -0.04 0.16 0.15
H 1.08778 -1.76182 1.24456 0.00 0.06 -0.04
H 2.22808 -0.45114 0.91778 -0.17 -0.08 -0.07
H 2.05612 -1.77013 -0.24254 -0.30 0.15 -0.02
H -1.40166 -1.51729 0.00562 0.25 0.04 0.00
H -0.35321 -2.05703 -1.30411 0.06 -0.11 -0.18
H -1.35934 -0.61776 -1.49859 0.20 0.05 0.02
H 1.68418 0.95751 -0.94952 -0.18 -0.16 -0.22
```
Positions in Å, forces in eV/Å.

Values from the calculation:
- ΔE to the lowest compared entry with this formula, charge and spin: 6.03 kJ/mol
- SMILES string: CCC(C)(C)O
- Kohn-Sham gap: 11.09 eV
- Molecular weight: 88.15 g mol⁻¹
- Multiplicity: 1

From a Löwdin analysis of the wavefunction, the atomic charges in e read: -0.0994 -0.2139 -0.6363 -0.0372 -0.0325 -0.0324 0.0743 0.0710 0.0707 0.1181 0.1069 0.0857 0.0820 0.0872 0.0907 0.0803 0.0851 0.0999

Record 10
DFT (the ωB97M-V functional and the def2-TZVPD basis) results for an isolated molecule of C5H12O.

The geometry in XYZ format:
```
18
Properties=species:S:1:pos:R:3:forces:R:3
C 2.60340 -0.18907 0.37839 0.03 -0.04 0.01
C 1.40817 0.58617 -0.15102 0.21 0.19 0.08
O 0.36129 -0.30955 -0.46457 -0.03 -0.01 -0.07
C -0.95500 0.20569 -0.28610 -0.18 0.05 -0.02
C -1.85772 -0.52590 -1.26869 0.00 -0.03 -0.02
C -1.39048 -0.00045 1.17401 0.02 -0.03 0.08
H 2.85993 -1.01086 -0.29799 -0.07 0.14 0.07
H 2.39219 -0.61201 1.36648 0.00 0.05 -0.17
H 3.47646 0.46778 0.46231 -0.14 -0.08 0.01
H 1.08423 1.32470 0.59905 0.01 -0.14 -0.11
H 1.69324 1.14318 -1.05775 -0.06 -0.03 0.12
H -0.96600 1.27918 -0.53779 0.06 -0.18 0.02
H -2.87151 -0.11031 -1.24927 0.16 -0.06 0.04
H -1.91640 -1.58988 -1.01606 0.03 0.12 -0.02
H -1.46174 -0.43394 -2.28398 -0.05 -0.01 0.13
H -1.27114 0.89351 1.79503 0.04 -0.12 -0.12
H -0.75564 -0.79166 1.58467 -0.18 0.06 0.04
H -2.43330 -0.32657 1.25329 0.14 0.12 -0.06
```
Positions in Å, forces in eV/Å.

Values from the calculation:
- ΔE to the lowest compared entry with this formula, charge and spin: 54.74 kJ/mol
- SMILES string: CCOC(C)C
- Kohn-Sham gap: 10.75 eV
- Molecular weight: 88.15 g mol⁻¹
- Multiplicity: 1

From a Löwdin analysis of the wavefunction, the atomic charges in e read: -0.0775 -0.2867 -0.1552 -0.4600 -0.0553 -0.0434 0.0770 0.0742 0.0741 0.1178 0.1189 0.1378 0.0812 0.0853 0.0796 0.0720 0.0858 0.0744